Entry 1:
{"formula": "CBr2Cl2S", "method": "ωB97M-V with the def2-TZVPD basis set", "species": ["C", "S", "Cl", "Cl", "Br", "Br"], "positions_angstrom": [[0.5338, -0.1799, -0.0578], [-0.2787, 0.5977, 1.3072], [0.0835, 0.3614, -1.6549], [-2.9006, -0.1648, 0.6356], [2.3070, 0.5360, 0.5102], [0.6286, -2.1311, 0.0125]], "forces_ev_per_angstrom": [[0.1, -0.5, 0.1], [-2.4, -0.8, -0.9], [0.1, 0.0, 0.2], [2.7, 0.7, 0.7], [-0.4, 0.1, 0.0], [-0.2, 0.5, -0.1]], "relative_energy_kcal_mol": 43.1, "gap_ha": 0.2587, "e_homo_ha": -0.38433}

Entry 2:
{"formula": "C4H4NO2", "method": "ωB97M-V with the def2-TZVPD basis set", "species": ["C", "C", "C", "C", "N", "O", "O", "H", "H", "H", "H"], "positions_angstrom": [[0.8931, 0.3356, 0.9389], [-0.2852, -0.1063, -0.1118], [-2.2601, -0.8918, -1.2547], [2.1737, 0.9154, 0.9568], [-1.5164, -0.5455, -0.0128], [-2.5596, 0.0631, -1.9645], [-2.4994, -2.0920, -1.3366], [0.5635, 0.0350, 1.9334], [0.1495, -0.0177, -1.1233], [2.6652, 1.2883, 0.0741], [2.6757, 1.0159, 1.9004]], "forces_ev_per_angstrom": [[-0.3, -0.2, 0.7], [0.3, 0.0, -1.2], [0.4, 0.0, 0.2], [-3.9, -1.5, -1.2], [3.8, 1.6, 1.8], [-0.1, 0.7, -0.4], [0.0, -0.8, 0.0], [0.0, 0.1, 0.1], [-0.2, 0.0, 0.0], [0.1, 0.0, -0.2], [0.1, 0.0, 0.2]], "relative_energy_kcal_mol": 55.2, "gap_ha": 0.2904, "charge": -1, "smiles": "C=C/C=N/C(=O)[O-]", "e_homo_ha": -0.15828}

Entry 3:
{"formula": "C21H24N2O2PPdS3", "method": "ωB97M-V with the def2-TZVPD basis set", "species": ["Pd", "C", "C", "C", "C", "C", "C", "C", "S", "O", "O", "N", "C", "C", "C", "C", "C", "N", "H", "H", "H", "H", "H", "H", "H", "H", "H", "H", "H", "S", "C", "C", "C", "C", "C", "C", "S", "H", "H", "H", "H", "C", "P", "C", "C", "H", "H", "H", "H", "H", "H", "H", "H", "H"], "positions_angstrom": [[-1.0681, 0.1966, 0.3081], [5.0852, -1.4138, -5.1913], [4.3580, -1.0361, -3.9341], [3.3265, -1.8300, -3.4365], [2.6688, -1.4944, -2.2655], [3.0471, -0.3474, -1.5854], [4.0722, 0.4597, -2.0565], [4.7209, 0.1089, -3.2270], [2.1835, 0.1183, -0.1285], [2.9547, 1.0942, 0.5979], [1.7861, -1.0935, 0.5536], [0.7973, 0.8112, -0.6752], [0.5235, 2.1435, -0.4272], [1.3641, 3.2553, -0.5285], [0.8394, 4.4887, -0.2129], [-0.4939, 4.6155, 0.1973], [-1.2635, 3.4816, 0.2825], [-0.7636, 2.2828, -0.0397], [4.5451, -2.1777, -5.7476], [6.0760, -1.8067, -4.9563], [5.2222, -0.5476, -5.8385], [3.0396, -2.7265, -3.9710], [1.8794, -2.1221, -1.8741], [4.3693, 1.3364, -1.4972], [5.5279, 0.7299, -3.5956], [2.3915, 3.1263, -0.8282], [1.4649, 5.3686, -0.2815], [-0.9215, 5.5782, 0.4324], [-2.3067, 3.5126, 0.5732], [-3.2573, 0.3842, 0.2077], [-3.8807, -1.2192, 0.4495], [-5.2293, -1.4439, 0.7545], [-5.6812, -2.7380, 0.8695], [-4.7986, -3.8143, 0.7261], [-3.4631, -3.6009, 0.4731], [-2.9948, -2.2903, 0.3170], [-1.3120, -1.9867, 0.0027], [-5.9015, -0.6051, 0.8784], [-6.7239, -2.9268, 1.0840], [-5.1695, -4.8244, 0.8340], [-2.7710, -4.4287, 0.3901], [-2.1146, 1.5758, 3.2678], [-1.1502, 0.2305, 2.5536], [0.5533, 0.4891, 3.0729], [-1.7414, -1.2936, 3.3011], [-1.9737, 1.5508, 4.3505], [-3.1694, 1.4624, 3.0285], [-1.7556, 2.5322, 2.8894], [0.5867, 0.4877, 4.1653], [0.9179, 1.4466, 2.6980], [1.1842, -0.3020, 2.6688], [-1.6763, -1.1967, 4.3869], [-1.1251, -2.1245, 2.9643], [-2.7790, -1.4765, 3.0199]], "forces_ev_per_angstrom": [[-0.2, 1.1, -1.5], [0.0, 0.0, 0.0], [0.0, 0.0, 0.0], [0.0, 0.0, 0.0], [0.0, -0.1, 0.0], [0.0, 0.1, 0.0], [0.0, 0.0, 0.0], [0.0, 0.0, 0.0], [0.3, -0.1, -0.1], [0.0, 0.0, 0.0], [-0.1, 0.2, -0.2], [-0.3, -0.5, 0.8], [0.0, 0.0, -0.1], [-0.1, 0.0, 0.0], [0.0, -0.1, 0.0], [0.0, 0.0, 0.0], [-0.1, 0.1, -0.1], [0.6, -0.5, 0.4], [0.0, 0.0, 0.0], [0.0, 0.0, 0.0], [0.0, 0.0, 0.0], [0.0, 0.0, 0.0], [0.0, 0.0, 0.0], [0.0, 0.0, 0.0], [0.0, 0.0, 0.0], [0.0, 0.0, 0.0], [0.0, 0.0, 0.0], [0.0, 0.0, 0.0], [0.0, 0.0, 0.0], [-0.7, -0.2, 0.3], [0.1, 0.0, 0.0], [0.0, 0.0, 0.0], [0.0, 0.0, 0.0], [0.0, -0.1, 0.0], [0.0, 0.0, 0.0], [0.0, 0.1, 0.1], [0.3, -0.2, 0.1], [0.0, 0.0, 0.0], [0.0, 0.0, 0.0], [0.0, 0.0, 0.0], [0.0, 0.0, 0.0], [0.0, 0.0, -0.1], [0.2, -0.1, 0.3], [-0.1, 0.0, 0.0], [0.0, 0.0, 0.0], [0.0, 0.0, 0.0], [0.0, 0.0, 0.0], [0.0, 0.0, 0.0], [0.0, 0.0, 0.0], [0.0, 0.0, 0.0], [0.0, 0.0, 0.0], [0.0, 0.0, 0.0], [0.0, 0.0, 0.0], [0.0, 0.0, 0.0]], "relative_energy_kcal_mol": 0.0, "gap_ha": [0.2259, 0.2260], "charge": 1, "e_homo_ha": [-0.41412, -0.41412]}

Entry 4:
{"formula": "C8H13NS", "method": "ωB97M-V with the def2-TZVPD basis set", "species": ["C", "C", "C", "C", "C", "C", "C", "C", "N", "S", "H", "H", "H", "H", "H", "H", "H", "H", "H", "H", "H", "H", "H"], "positions_angstrom": [[2.8618, -1.1995, 0.1305], [3.2002, 1.3250, -0.8910], [3.7432, 1.2311, 0.4921], [3.2343, 0.1176, 0.0286], [-3.1110, -0.1550, -0.2397], [-0.7762, -0.4480, -1.1089], [-1.2990, -1.0046, 1.2795], [-1.6276, -0.0971, 0.1016], [2.5214, -2.2971, 0.1798], [-1.1909, 1.6534, 0.5507], [2.2544, 1.8252, -1.0623], [3.8796, 1.3597, -1.7346], [-2.1232, 1.7795, 1.4926], [4.2165, 1.7584, 1.2820], [-3.7216, 0.0771, 0.6299], [-3.3473, 0.5531, -1.0302], [-3.3683, -1.1553, -0.5803], [-1.0004, 0.2161, -1.9427], [-0.9742, -1.4715, -1.4149], [0.2820, -0.3574, -0.8749], [-1.8400, -0.6948, 2.1715], [-1.5803, -2.0318, 1.0486], [-0.2333, -0.9840, 1.4923]], "forces_ev_per_angstrom": [[1.1, 3.9, -0.3], [0.4, -1.0, 1.8], [2.6, 6.6, 1.6], [-3.5, -6.8, -3.6], [0.2, 0.0, -0.1], [0.0, 0.2, 0.0], [0.0, 0.0, -0.1], [0.0, 0.4, 0.2], [-0.8, -2.7, 0.2], [0.2, -0.3, -0.3], [-0.3, 0.0, 0.1], [0.2, -0.1, -0.1], [-0.1, 0.1, 0.2], [0.2, 0.2, 0.3], [-0.1, 0.0, 0.1], [-0.1, 0.0, -0.1], [-0.1, -0.2, 0.0], [0.0, 0.0, -0.1], [0.0, -0.2, 0.0], [0.1, -0.1, 0.0], [0.0, 0.0, 0.1], [0.0, -0.1, 0.0], [0.1, 0.0, 0.1]], "relative_energy_kcal_mol": 0.0, "gap_ha": [0.2721, 0.2186], "spin_multiplicity": 3, "s_squared": 2.0185, "e_homo_ha": [-0.24540, -0.33186]}

Entry 5:
{"formula": "C2H5NOS2", "method": "ωB97M-V with the def2-TZVPD basis set", "species": ["C", "C", "N", "O", "S", "S", "H", "H", "H", "H", "H"], "positions_angstrom": [[-0.8463, 0.3382, -0.8705], [-0.8016, -0.0938, 0.6354], [0.4773, 0.8926, -1.2328], [0.4151, 0.3418, 1.2774], [2.7729, -0.8709, 0.2767], [1.3360, 1.0068, 0.0680], [-1.2298, -0.4319, -1.5209], [-1.5287, 1.2105, -0.9381], [-1.5538, 0.4371, 1.0992], [-0.9022, -1.0797, 0.7464], [1.8612, -1.7508, 0.4593]], "forces_ev_per_angstrom": [[0.3, 1.8, 1.0], [1.2, 3.0, -1.5], [-1.6, -1.9, -1.1], [-0.4, -0.3, -1.3], [3.1, -0.8, -0.3], [0.6, 3.4, 1.7], [0.3, -0.2, -0.4], [0.0, -0.5, -0.1], [-1.8, 0.8, 1.2], [-0.3, -4.0, 0.5], [-1.4, -1.2, 0.3]], "relative_energy_kcal_mol": 31.6, "gap_ha": [0.2625, 0.2488], "spin_multiplicity": 3, "s_squared": 2.0114, "e_homo_ha": [-0.23468, -0.33333]}